[1]
A cluster of 2 separate species, C4H12 in total in a non-equilibrium geometry. Source: the Open Molecules 2025 dataset; level of theory: wB97M-V/def2-TZVPD.

Values from the calculation:
Molar mass = 60.1 u
Structure (SMILES) = CC.CC
HOMO-LUMO gap = 0.44555 hartree

```
! RIJCOSX wB97M-V def2-TZVPD def2/J DEFGRID3
* xyz 0 1
C 0.672 -0.976 -1.810
C 0.698 -2.175 -0.842
H 0.848 -0.010 -1.259
H 1.380 -1.059 -2.598
H -0.250 -0.682 -2.270
H 0.442 -1.740 0.174
H 1.574 -2.704 -0.938
H -0.145 -2.737 -0.766
C -0.696 1.506 2.132
C -0.643 1.502 0.587
H -0.219 0.640 2.525
H -0.009 2.355 2.364
H -1.816 1.428 2.263
H -1.542 1.411 0.033
H -0.055 0.771 0.196
H -0.239 2.469 0.209
*
```

***

[2]
A cluster of 40 separate species, H80O40 in total in a non-equilibrium geometry. Source: the Open Molecules 2025 dataset; level of theory: wB97M-V/def2-TZVPD.

Values from the calculation:
Molar mass = 720.6 u
<S²> = 0.75
HOMO-LUMO gap (alpha / beta) = 0.07060 / 0.33812 hartree

```
! RIJCOSX wB97M-V def2-TZVPD def2/J DEFGRID3
* xyz -1 2
H 1.918 2.214 1.462
H 1.982 3.486 0.640
O 2.399 2.641 0.744
H 3.144 0.947 -3.852
H 1.890 0.190 -3.634
O 2.637 0.348 -4.183
H -4.136 1.735 1.057
H -4.612 2.058 -0.132
O -4.898 2.012 0.650
H -3.726 4.356 -0.704
H -3.802 4.734 0.656
O -3.953 4.962 -0.137
H 0.779 1.686 -5.264
H 0.295 2.677 -4.264
O 1.193 2.402 -4.793
H 1.131 5.887 -0.668
O 1.147 5.045 -1.209
H 0.652 -1.863 3.492
O 1.386 -2.501 3.479
H -2.254 -2.897 5.173
H -3.026 -2.792 3.635
O -2.169 -2.839 4.208
H 4.586 2.868 1.541
H 4.706 4.186 0.653
O 4.953 3.730 1.445
H 0.531 -4.329 4.521
H -1.108 -4.378 4.761
O -0.260 -4.852 4.815
H 2.814 -1.717 -1.129
H 2.739 -2.742 -2.302
O 2.650 -2.651 -1.358
H -2.295 1.732 2.324
O -2.258 2.232 1.481
H -1.076 -4.768 0.416
H -1.475 -6.148 -0.232
O -0.903 -5.286 -0.337
H -2.588 3.747 -3.993
H -3.365 2.646 -4.465
O -2.509 2.784 -4.202
H 2.373 -0.531 -2.061
H 1.916 0.724 -1.245
O 1.491 0.172 -1.914
H 2.417 0.241 0.260
H 2.365 -0.725 1.541
O 1.857 -0.462 0.660
H -1.052 1.197 -1.022
H -0.002 0.122 -0.335
O -0.767 0.697 -0.174
H 4.375 2.073 -1.116
H 5.928 1.974 -1.573
O 5.014 1.735 -1.732
H -1.415 -2.889 0.406
O -1.936 -2.263 -0.188
H 1.974 -3.361 -3.842
H 3.002 -2.228 -4.351
O 3.001 -3.124 -3.709
H -1.931 0.854 4.510
O -1.152 1.055 4.104
H -5.204 -3.119 1.073
H -5.915 -1.797 1.371
O -6.020 -2.745 1.503
H -4.503 1.225 -2.003
H -3.059 1.704 -2.228
O -3.861 1.797 -1.621
H -1.904 -2.531 -3.790
H -1.409 -1.515 -2.701
O -1.376 -2.429 -3.024
H -0.463 -1.683 -6.262
H 0.223 -0.308 -6.194
O -0.364 -0.885 -5.682
H 5.040 -3.718 0.714
H 3.979 -4.878 0.707
O 4.577 -4.422 1.286
H 0.562 -5.394 -3.015
H -0.656 -4.825 -2.186
O 0.219 -4.586 -2.524
H 2.107 -0.905 6.376
H 3.218 -0.673 5.436
O 2.704 -0.264 6.112
H -0.145 3.996 2.415
H -1.450 3.930 1.542
O -0.478 3.819 1.648
H -0.019 2.087 5.116
H 1.234 2.364 5.611
O 0.806 2.697 4.859
H -0.847 -3.420 2.943
H -0.241 -4.597 2.288
O -0.883 -3.985 2.139
H -3.416 -0.687 3.616
O -3.524 0.243 3.301
H -3.451 -4.426 1.932
H -3.012 -3.216 1.067
O -3.424 -3.529 1.689
H -1.278 -2.157 -0.928
H 0.663 4.275 -0.558
H -1.231 0.982 3.181
H 1.931 -2.149 2.771
H -2.162 1.529 0.901
H -4.174 0.055 2.685
O 1.321 0.420 2.913
H 0.909 0.947 3.519
H 0.701 0.170 2.253
O -5.121 0.402 -3.363
H -5.134 1.114 -4.009
H -5.763 -0.259 -3.853
O 4.838 -0.755 -1.014
H 4.839 -1.072 -1.883
H 4.928 0.204 -1.417
O 0.141 2.799 -2.160
H 0.716 2.153 -2.391
H -0.632 2.574 -2.575
O 3.426 2.379 3.672
H 2.866 2.135 4.359
H 2.918 2.515 2.981
O 2.812 3.081 -1.677
H 2.342 3.825 -1.833
H 3.518 3.109 -2.413
O -0.684 0.823 -3.543
H -1.711 0.629 -3.424
H -0.598 0.144 -4.217
*
```

***

[3]
A structure of composition C39H35BeN5O2P2SSe2. Source: the Open Molecules 2025 dataset; level of theory: wB97M-V/def2-TZVPD.

Values from the calculation:
Molar mass = 866.7 u
HOMO-LUMO gap = 0.30004 hartree

```
! RIJCOSX wB97M-V def2-TZVPD def2/J DEFGRID3
* xyz 0 1
Be -0.417 -0.039 -0.152
Se -2.574 3.524 4.574
P -0.518 3.539 4.117
C 0.114 5.174 3.639
C 1.461 5.357 3.326
C 1.949 6.624 3.052
C 1.102 7.722 3.123
C -0.234 7.546 3.450
C -0.733 6.274 3.696
C 0.574 3.052 5.481
C 1.860 2.570 5.243
C 2.696 2.260 6.303
C 2.250 2.425 7.608
C 0.968 2.892 7.848
C 0.128 3.202 6.787
C -0.122 2.309 2.846
C -0.096 2.225 1.466
N 0.036 0.906 1.183
N 0.019 0.221 2.331
N -0.067 1.039 3.331
P 0.070 3.386 0.108
Se -0.376 2.449 -1.719
C 1.793 3.934 0.181
C 2.708 3.258 0.984
C 4.051 3.609 0.963
C 4.489 4.637 0.141
C 3.585 5.294 -0.685
C 2.248 4.933 -0.679
C -1.070 4.736 0.490
C -2.349 4.367 0.908
C -3.327 5.330 1.082
C -3.043 6.664 0.819
C -1.772 7.034 0.409
C -0.781 6.075 0.258
H 2.138 4.515 3.294
H 2.994 6.752 2.799
H 1.487 8.715 2.928
H -0.897 8.399 3.505
H -1.775 6.124 3.945
H 2.202 2.404 4.229
H 3.689 1.877 6.112
H 2.901 2.177 8.436
H 0.613 3.007 8.864
H -0.883 3.551 6.963
H 2.374 2.460 1.636
H 4.754 3.076 1.591
H 5.534 4.916 0.130
H 3.926 6.076 -1.349
H 1.568 5.404 -1.376
H -2.580 3.327 1.103
H -4.310 5.039 1.426
H -3.812 7.416 0.945
H -1.541 8.075 0.227
H 0.216 6.387 -0.015
O 0.255 -0.776 -1.291
C -0.317 -1.673 -2.072
C 0.436 -2.267 -3.095
C -0.130 -3.199 -3.932
C -1.468 -3.581 -3.788
C -2.220 -3.009 -2.788
C -1.664 -2.059 -1.925
C -2.442 -1.457 -0.858
N -1.996 -0.512 -0.039
C -3.008 -0.206 0.852
C -4.084 -0.966 0.555
N -3.713 -1.750 -0.524
H 1.473 -1.976 -3.189
H 0.472 -3.647 -4.712
H -1.905 -4.317 -4.448
H -3.256 -3.309 -2.676
H -2.878 0.526 1.631
H -5.057 -1.031 1.005
H -4.285 -2.439 -0.978
O 2.415 -2.906 -0.025
S 2.227 -1.613 0.708
C 3.384 -1.620 2.117
C 4.288 -0.398 1.988
C 4.558 -0.256 0.491
C 3.182 -0.322 -0.155
H 3.933 -2.554 1.986
H 2.810 -1.658 3.041
H 5.198 -0.503 2.580
H 3.761 0.491 2.349
H 5.170 -1.094 0.149
H 5.082 0.667 0.239
H 3.157 -0.589 -1.209
H 2.631 0.614 -0.029
*
```

***

[4]
The ion C2H5FN3O4 with charge -1 in a non-equilibrium geometry. Source: the Open Molecules 2025 dataset; level of theory: wB97M-V/def2-TZVPD.

Values from the calculation:
Molar mass = 154.1 u
Structure (SMILES) = N[C@@](F)(C[N+](=O)[O-])[NH+]([O-])[O-]
HOMO-LUMO gap = 0.26118 hartree

```
! RIJCOSX wB97M-V def2-TZVPD def2/J DEFGRID3
* xyz -1 1
N 0.037 -1.402 -0.635
C -0.369 -0.078 -0.374
F -1.860 -0.122 -0.337
C 0.072 0.539 0.948
N 0.152 -0.469 2.036
O -0.811 -0.628 2.753
O 1.198 -1.086 2.146
N -0.063 0.900 -1.524
O -0.390 2.129 -1.214
O -0.381 0.356 -2.674
H 0.974 -1.586 -0.278
H -0.002 -1.502 -1.654
H 1.081 0.964 0.832
H -0.645 1.310 1.231
H 1.007 0.675 -1.256
*
```

***

[5]
A cluster of 2 separate species, C4H6N2S in total in a non-equilibrium geometry. Source: the Open Molecules 2025 dataset; level of theory: wB97M-V/def2-TZVPD.

Values from the calculation:
Molar mass = 114.2 u
HOMO-LUMO gap = 0.30810 hartree

```
! RIJCOSX wB97M-V def2-TZVPD def2/J DEFGRID3
* xyz 0 1
C 1.047 0.703 0.557
C -0.145 0.333 -0.156
C -1.499 1.101 -0.115
C -0.876 -1.006 -0.029
H 3.232 1.240 -0.725
H 1.544 1.686 0.225
H 0.959 0.912 1.794
H 0.236 0.281 -1.277
H -1.736 2.115 -0.522
H -0.334 -2.084 0.120
N -2.578 0.265 -0.105
N -2.135 -0.983 0.190
S 2.371 -0.369 -0.110
*
```

***

[6]
An isolated molecule of C5H11NO in a non-equilibrium geometry. Source: the Open Molecules 2025 dataset; level of theory: wB97M-V/def2-TZVPD.

Values from the calculation:
Molar mass = 101.1 u
Structure (SMILES) = CCNCCC=O
HOMO-LUMO gap = 0.35887 hartree

```
! RIJCOSX wB97M-V def2-TZVPD def2/J DEFGRID3
* xyz 0 1
C -2.178 1.693 1.645
C -0.929 0.980 1.147
N -0.653 1.365 -0.254
C 0.329 0.598 -0.942
C 0.226 -1.007 -0.878
C 1.671 -1.507 -0.731
O 1.954 -2.567 -0.248
H -2.454 1.424 2.662
H -1.940 2.754 1.434
H -3.077 1.548 1.043
H -0.942 -0.084 1.323
H -0.004 1.340 1.627
H -1.470 1.598 -0.785
H 1.341 0.745 -0.518
H 0.487 0.901 -1.982
H -0.385 -1.314 -0.037
H -0.355 -1.499 -1.667
H 2.469 -0.823 -1.059
*
```

***

[7]
A structure of composition C2H4I2O2 in a non-equilibrium geometry. Source: the Open Molecules 2025 dataset; level of theory: wB97M-V/def2-TZVPD.

Values from the calculation:
Molar mass = 313.9 u
HOMO-LUMO gap (alpha / beta) = 0.17741 / 0.29552 hartree

```
! RIJCOSX wB97M-V def2-TZVPD def2/J DEFGRID3
* xyz 0 1
C 1.675 -0.768 -0.890
C -1.052 0.157 0.787
O 1.962 0.489 -0.839
O -1.379 0.351 2.044
I -2.408 -1.139 -0.322
I -0.823 2.157 -0.317
H 0.750 -1.134 -1.309
H 2.418 -1.451 -0.514
H 1.165 1.097 -0.927
H -2.308 0.241 2.287
*
```

***

[8]
A structure of composition C4H22B3KO2 in a non-equilibrium geometry. Source: the Open Molecules 2025 dataset; level of theory: wB97M-V/def2-TZVPD.

Values from the calculation:
Molar mass = 173.8 u
HOMO-LUMO gap = 0.15381 hartree

```
! RIJCOSX wB97M-V def2-TZVPD def2/J DEFGRID3
* xyz -2 1
K -1.729 -1.422 0.287
B -1.058 -5.104 5.085
H -0.446 -5.768 5.676
H -1.706 -5.631 4.402
H -1.726 -4.481 5.659
H -0.347 -4.494 4.550
B -4.565 1.915 3.043
H -4.292 2.230 2.048
H -5.458 2.462 3.303
H -4.849 0.882 3.167
H -3.673 2.078 3.628
B -5.064 -5.056 1.597
H -5.520 -5.893 1.091
H -5.250 -5.203 2.649
H -4.007 -5.114 1.384
H -5.422 -4.111 1.220
C 5.647 3.049 -2.003
O 4.556 2.197 -2.383
C 4.011 2.310 -3.752
C 2.582 1.609 -3.871
O 1.670 1.847 -2.814
C 1.426 3.302 -2.768
H 6.133 2.544 -1.168
H 5.422 4.029 -1.582
H 6.369 3.281 -2.785
H 4.619 1.901 -4.559
H 3.860 3.284 -4.219
H 2.618 0.525 -3.981
H 2.059 1.978 -4.753
H 1.367 3.770 -3.750
H 2.221 3.863 -2.277
H 0.551 3.219 -2.123
*
```

***

[9]
An isolated molecule of C6H5FN2 in a non-equilibrium geometry. Source: the Open Molecules 2025 dataset; level of theory: wB97M-V/def2-TZVPD.

Values from the calculation:
Molar mass = 124.1 u
<S²> = 2.05
HOMO-LUMO gap (alpha / beta) = 0.26531 / 0.31372 hartree

```
! RIJCOSX wB97M-V def2-TZVPD def2/J DEFGRID3
* xyz 0 3
C 0.098 1.507 0.220
C -1.191 2.047 -0.304
C 0.647 -1.845 -0.501
C 0.200 0.145 0.435
C 1.320 -0.788 0.358
C -0.981 -0.629 0.137
N -2.027 1.258 -0.763
N -0.598 -1.690 -0.704
F -1.951 -0.946 0.985
H 0.953 2.124 0.195
H -1.209 3.121 -0.230
H 1.162 -2.625 -0.993
H 1.318 -1.467 1.208
H 2.258 -0.213 -0.042
*
```

***

[10]
A structure of composition C16H30F6NO17PS2 in a non-equilibrium geometry. Source: the Open Molecules 2025 dataset; level of theory: wB97M-V/def2-TZVPD.

Values from the calculation:
Molar mass = 717.5 u
HOMO-LUMO gap = 0.36210 hartree

```
! RIJCOSX wB97M-V def2-TZVPD def2/J DEFGRID3
* xyz 0 1
N -2.462 -1.077 0.592
H -1.464 -0.924 0.625
H -2.934 -0.652 1.377
H -2.679 -2.063 0.636
H -2.920 -0.608 -0.176
P -0.266 -0.275 -0.650
F -0.688 1.064 0.236
F -0.584 -1.317 0.542
F -1.831 -0.442 -1.086
F 0.248 -1.410 -1.662
F -0.096 0.674 -1.902
F 1.320 0.011 -0.208
C 2.251 -2.012 0.309
C 1.450 -3.256 0.592
C 0.409 -3.468 -0.392
O 0.445 -4.882 -0.734
C 1.611 -5.331 -0.282
O 2.082 -6.386 -0.557
O 2.199 -4.428 0.447
H 1.762 -1.059 0.512
H 2.625 -2.130 -0.708
H 3.115 -1.941 0.970
H 1.094 -3.259 1.622
H 0.615 -2.796 -1.224
H -0.536 -3.070 -0.022
C 1.750 1.747 2.448
C 1.058 0.465 1.896
C 1.613 -0.909 2.397
O 0.430 -1.622 2.767
C -0.671 -0.788 2.791
O -1.830 -1.103 3.021
O -0.277 0.441 2.336
H 1.198 2.681 2.332
H 2.727 2.025 2.054
H 1.743 1.672 3.535
H 1.112 0.545 0.810
H 2.210 -0.891 3.308
H 2.111 -1.455 1.595
C -2.108 1.416 2.062
C -0.967 2.304 1.631
C -1.357 3.080 0.291
O -1.059 4.392 0.697
C -0.714 4.512 1.968
O -0.424 5.540 2.480
O -0.761 3.339 2.631
H -2.191 0.736 1.214
H -2.976 2.012 2.345
H -1.908 0.821 2.953
H -0.008 1.802 1.507
H -2.391 2.813 0.074
H -0.785 2.880 -0.616
C 1.018 2.889 -1.794
C 1.398 1.725 -0.873
O 2.397 2.227 0.048
S 2.526 3.824 0.198
O 3.919 4.234 0.154
O 1.711 4.376 1.295
O 1.726 4.034 -1.263
H -0.053 3.024 -1.948
H 1.441 2.640 -2.767
H 1.775 0.884 -1.454
H 0.560 1.314 -0.309
C -1.241 -2.223 -2.750
C -1.744 -0.763 -3.021
O -2.288 -0.708 -4.298
S -2.094 -2.051 -5.184
O -0.923 -1.938 -6.049
O -3.365 -2.449 -5.754
O -1.742 -3.015 -3.883
H -1.667 -2.690 -1.861
H -0.176 -2.304 -2.535
H -0.931 -0.038 -2.980
H -2.536 -0.409 -2.360
*
```

***

> molar mass of number 10 (C16H30F6NO17PS2)?

717.5 u

***

> Which value of molar mass does entry 4 give?

154.1 u

***

> Which of these has the lowest molar mass?

C4H12